Below is a molecular structure, C42H34IrN5O4, with properties calculated with ωB97M-V/def2-TZVPD.

The geometry in XYZ format:
```
86
Properties=species:S:1:pos:R:3:forces:R:3
Ir -1.141866 1.295755 1.204924 -0.408 0.511 0.061
C -0.233467 -4.563746 1.802875 0.009 0.050 0.079
C -0.486456 -3.507535 0.920414 -0.005 -0.070 -0.031
C -1.072386 -2.351862 1.365951 0.042 -0.016 0.127
C -1.382590 -2.210855 2.753339 -0.284 -0.131 -0.445
C -1.102150 -3.284718 3.644561 -0.013 -0.002 -0.072
C -0.551478 -4.444024 3.162227 -0.012 -0.004 -0.077
N -1.950562 -1.127520 3.256990 0.316 0.006 0.662
N -2.090966 -0.031459 2.542025 -0.024 0.639 -0.484
C -3.211218 0.789135 2.631871 0.066 -0.616 0.121
C -4.424467 0.608368 3.286307 -0.077 0.029 0.115
C -5.292569 1.688071 3.251638 0.035 0.035 -0.028
C -4.959969 2.879850 2.590591 -0.001 -0.060 0.015
C -3.761926 3.015090 1.894859 -0.003 -0.044 -0.098
C -2.895365 1.937264 1.891129 -0.009 -0.096 -0.003
H 0.221694 -5.473274 1.434526 -0.005 -0.005 0.006
H -0.218214 -3.604177 -0.123940 -0.008 -0.015 0.002
H -1.265431 -1.521114 0.699661 0.014 -0.078 -0.028
H -1.338739 -3.156688 4.691569 -0.015 0.020 -0.002
H -0.364150 -5.269348 3.835953 0.061 0.004 -0.010
H -4.655325 -0.303934 3.818588 -0.003 0.016 0.015
H -6.246877 1.615395 3.757355 0.013 0.025 0.015
H -5.653211 3.710807 2.620623 -0.035 -0.039 -0.018
H -3.523992 3.927119 1.362291 -0.007 -0.015 0.006
O 1.636114 3.181695 0.208608 -0.036 0.101 -0.032
C 1.838331 2.289357 0.992840 0.051 -0.285 -0.010
N 3.023571 2.035603 1.633948 -0.027 0.042 0.136
C 3.019772 0.812956 2.410732 -0.007 0.074 -0.010
C 1.535032 0.418146 2.253259 -0.084 0.111 -0.006
O 1.027341 -0.533361 2.799906 -0.015 -0.082 -0.032
N 0.909823 1.308343 1.415488 0.146 -0.110 0.184
C 3.934683 -0.222895 1.759631 0.000 0.050 0.002
C 5.272002 -0.318069 2.128769 0.031 0.009 -0.049
C 6.129477 -1.182733 1.460633 -0.026 0.018 0.001
C 5.659721 -1.956071 0.409627 -0.029 0.017 0.003
C 4.328691 -1.856113 0.026359 0.025 0.010 0.020
C 3.472996 -0.995256 0.696762 -0.016 -0.021 0.033
C 3.269533 1.044878 3.899348 -0.029 -0.063 -0.084
C 3.048477 2.296870 4.459610 0.042 0.028 0.027
C 3.205684 2.495169 5.825836 0.003 -0.028 -0.024
C 3.579254 1.440597 6.644882 0.004 -0.002 -0.030
C 3.776230 0.181195 6.092913 -0.006 0.023 -0.022
C 3.612088 -0.017934 4.730540 -0.069 -0.018 0.044
H 3.858274 2.546212 1.404118 -0.020 -0.022 -0.112
H 5.648818 0.289385 2.942278 -0.001 -0.026 0.013
H 7.167093 -1.248986 1.762603 -0.008 0.008 -0.005
H 6.327937 -2.628764 -0.112651 -0.007 0.000 0.008
H 3.955037 -2.449039 -0.799086 0.001 0.003 0.013
H 2.436956 -0.923101 0.384500 0.017 -0.025 0.010
H 2.741282 3.119107 3.825972 0.044 0.005 0.002
H 3.032429 3.476763 6.248190 0.002 -0.003 -0.005
H 3.707720 1.595806 7.708597 0.002 -0.003 -0.011
H 4.058133 -0.650960 6.725753 -0.028 0.003 -0.003
H 3.732233 -1.008287 4.311078 0.039 0.017 0.003
C -1.542790 -3.894096 -6.049045 -0.043 0.078 0.026
C -2.100875 -2.516610 -5.794805 0.033 -0.055 0.001
C -3.232727 -2.090465 -6.476785 -0.018 0.006 0.024
C -3.757212 -0.825406 -6.252459 0.029 -0.014 -0.009
C -3.146074 0.023976 -5.350334 -0.072 -0.006 0.000
C -2.001678 -0.384606 -4.669232 0.082 0.100 0.124
N -1.392805 0.458591 -3.707700 -0.110 0.064 -0.061
C -1.327277 1.834784 -3.765127 0.054 -0.216 -0.106
C -1.354983 2.507613 -4.997429 0.029 0.039 -0.040
C -1.248183 3.880322 -5.058040 -0.019 -0.010 0.028
C -1.101233 4.644926 -3.900269 0.005 -0.024 -0.042
C -1.047361 3.997639 -2.687511 0.019 0.017 0.024
C -1.162368 2.605856 -2.598840 -0.058 0.093 0.090
C -1.138569 2.016171 -1.256805 -0.008 0.125 0.112
O -1.165989 2.770102 -0.228080 0.393 0.035 -0.190
O -1.112889 0.763348 -1.037203 -0.016 -0.145 0.100
C -1.472113 -1.661176 -4.879833 0.061 -0.058 -0.030
C -0.248920 -2.128158 -4.133852 -0.022 0.017 -0.038
H -2.179169 -4.446036 -6.739194 0.004 0.001 0.007
H -1.462261 -4.469666 -5.124249 0.004 0.002 -0.015
H -0.541697 -3.840750 -6.483573 -0.007 -0.012 0.008
H -3.714617 -2.761772 -7.177724 0.010 0.015 -0.003
H -4.655685 -0.509324 -6.767476 0.023 0.007 -0.008
H -3.563246 1.001676 -5.147668 0.000 -0.013 -0.007
H -1.255180 0.073541 -2.783821 -0.019 -0.001 0.009
H -1.436995 1.928870 -5.906779 -0.011 0.022 0.000
H -1.266461 4.367320 -6.025667 -0.003 -0.019 0.006
H -1.019685 5.721560 -3.955290 0.024 -0.010 0.001
H -0.905188 4.550321 -1.768795 -0.009 -0.014 -0.003
H 0.262963 -1.301304 -3.646719 0.006 -0.001 -0.010
H 0.460004 -2.609968 -4.808951 -0.013 -0.006 0.011
H -0.511787 -2.864392 -3.368115 0.006 0.012 0.000
```
Positions in Å, forces in eV/Å.

## Properties
**E_LUMO (alpha / beta)**: 0.56 / -2.59 eV
**Net charge**: 0
**Orbital gap (alpha / beta)**: 8.000 / 4.973 eV
**Highest occupied orbital energy (alpha / beta)**: -7.4 / -7.6 eV
**Spin multiplicity**: 5


Below is a molecular structure, C42H34N3S4W, with properties calculated with ωB97M-V/def2-TZVPD.

The geometry in XYZ format:
```
84
Properties=species:S:1:pos:R:3:forces:R:3
W -0.235152 -0.017120 -0.806354 -0.049 -0.139 0.008
S -2.430741 -0.908799 -1.395974 0.077 0.008 -0.002
C -3.365864 0.386172 -2.167769 -0.013 0.003 -0.013
C -4.338754 0.068295 -3.106996 0.008 -0.013 0.010
C -5.032893 1.084716 -3.749640 -0.006 0.002 -0.002
C -4.770845 2.416362 -3.458533 0.007 -0.002 0.004
C -3.814578 2.742395 -2.505880 -0.007 -0.009 -0.004
C -3.111091 1.723212 -1.888053 0.002 0.006 0.000
S -1.991212 1.917950 -0.546500 -0.008 0.033 0.004
C -0.965060 3.375744 -0.926277 -0.008 0.014 0.009
C -0.037145 3.410408 0.267449 -0.016 -0.017 -0.022
C 0.658344 4.500519 0.750955 0.010 0.005 0.010
C 1.251289 4.376090 2.005750 -0.012 -0.001 -0.019
C 1.069157 3.225367 2.758259 0.005 -0.006 -0.005
C 0.365107 2.174377 2.183723 0.026 0.004 0.028
C -0.040743 0.938255 2.938754 -0.010 -0.012 -0.023
S -0.935800 -0.256296 1.879362 0.034 0.083 -0.056
C -0.448083 -1.950800 2.217262 0.020 -0.013 -0.001
C -1.575003 -2.771799 2.161345 0.016 -0.012 0.003
C -1.457210 -4.150624 2.192614 -0.019 0.005 -0.006
C -0.201118 -4.717114 2.302631 0.013 -0.012 0.002
C 0.918336 -3.904669 2.384320 -0.010 0.030 0.003
C 0.837084 -2.516743 2.330751 0.011 -0.008 0.003
S 2.143948 -0.292286 1.194147 -0.036 0.014 -0.012
N -0.082416 2.266579 0.947789 -0.030 0.052 0.010
H -4.535658 -0.969674 -3.342279 -0.002 0.004 -0.004
H -5.780750 0.831879 -4.489204 0.000 0.002 0.001
H -5.311946 3.202242 -3.967339 -0.002 -0.003 0.000
H -3.623013 3.778564 -2.257359 0.001 -0.001 -0.001
H -1.591867 4.266582 -0.945883 0.006 0.005 -0.001
H -0.465961 3.260215 -1.887553 0.003 -0.007 0.006
H 0.709814 5.425912 0.193976 0.001 0.001 0.005
H 1.810399 5.204996 2.419271 -0.001 0.000 -0.001
H 1.448926 3.151987 3.768482 0.002 0.002 -0.003
H -0.742983 1.226148 3.723968 -0.001 -0.001 0.005
H 0.819672 0.481930 3.402243 0.013 -0.027 0.033
H -2.552982 -2.315211 2.078467 0.000 0.001 0.000
H -2.343193 -4.768238 2.138948 0.000 0.003 0.002
H -0.085187 -5.792119 2.337268 0.001 0.002 0.001
H 1.895857 -4.353441 2.494437 -0.005 -0.010 0.001
C -0.080722 -2.856965 -4.296499 -0.007 0.008 -0.001
C 0.945353 -3.724648 -3.944408 0.011 0.002 0.011
C 1.586562 -3.558301 -2.735379 0.005 -0.012 -0.009
C 1.210660 -2.526199 -1.872470 -0.020 -0.001 -0.013
C 0.137043 -1.691473 -2.180816 0.051 0.055 0.018
C -0.482586 -1.864509 -3.420616 -0.022 0.001 0.001
C 1.900414 -2.212963 -0.618673 0.011 0.007 0.019
C 2.957317 -2.948342 -0.166658 -0.013 -0.001 -0.032
C 3.701693 -2.929632 1.039994 0.025 0.003 0.019
C 3.416276 -2.399032 2.263296 0.003 -0.009 0.013
C 4.502128 -2.338036 3.215391 -0.002 -0.005 -0.010
C 4.400185 -1.726118 4.405842 -0.004 0.011 0.022
C 3.116522 -1.214242 4.810774 0.003 0.001 0.017
C 2.058874 -1.236702 3.988165 0.010 -0.019 -0.077
C 2.116856 -1.726870 2.576051 -0.035 0.028 0.035
N 1.339898 -1.095854 -0.034260 0.009 -0.092 -0.053
H -0.579271 -2.960507 -5.251709 0.001 0.001 0.001
H 1.248239 -4.518029 -4.614380 -0.003 0.000 0.000
H 2.392667 -4.228939 -2.472786 -0.003 -0.001 -0.001
H -1.301578 -1.226908 -3.719350 -0.011 0.003 0.006
H 3.314450 -3.681257 -0.876721 -0.003 -0.005 0.006
H 4.660213 -3.434803 0.973040 0.000 0.004 -0.008
H 5.441396 -2.783262 2.910385 -0.007 -0.002 -0.009
H 5.241768 -1.673973 5.081759 -0.004 0.002 0.002
H 2.980229 -0.883191 5.833120 0.002 0.000 -0.002
H 1.080651 -1.028569 4.396801 -0.010 0.025 0.008
C 3.167456 1.614074 -1.458511 -0.012 0.011 -0.006
C 2.513451 2.010352 -2.748639 0.027 -0.012 0.010
C 3.204169 2.724530 -3.712190 -0.003 0.004 -0.005
C 2.598616 3.066329 -4.914275 -0.003 -0.003 0.003
C 1.288759 2.697972 -5.163317 0.007 0.001 -0.003
C 0.548503 1.987674 -4.224723 -0.021 -0.002 0.006
C -0.878036 1.625432 -4.527061 0.018 0.002 0.002
C 1.179582 1.648919 -3.017632 0.007 0.043 0.039
N 0.486447 0.942787 -2.046110 -0.027 -0.034 0.017
H 4.166159 2.040584 -1.386016 0.001 0.001 -0.004
H 3.256153 0.528447 -1.380072 0.000 -0.003 0.000
H 2.588020 1.955183 -0.595989 0.001 -0.002 0.002
H 4.231867 3.007847 -3.522877 -0.003 0.000 0.001
H 3.154799 3.618727 -5.660052 -0.001 -0.002 0.000
H 0.822411 2.960529 -6.105072 0.002 0.000 0.000
H -0.951879 1.183627 -5.521062 0.002 -0.003 0.001
H -1.514675 2.513540 -4.518362 0.005 0.002 0.001
H -1.282158 0.919441 -3.808610 -0.009 0.005 -0.002
```
Positions in Å, forces in eV/Å.

## Properties
**E_LUMO**: -3.52 eV
**Net charge**: +1
**Orbital gap**: 5.930 eV
**Highest occupied orbital energy**: -9.5 eV


Below is a molecular structure, C42H34N5O2PbS7Sb, with properties calculated with ωB97M-V/def2-TZVPD.

The geometry in XYZ format:
```
92
Properties=species:S:1:pos:R:3:forces:R:3
Pb 0.652587 3.394989 0.281566 -0.235 -0.053 -0.017
S -0.976096 6.248275 1.243527 0.145 0.311 -0.068
Sb -0.886539 6.681425 -1.259113 -0.157 0.214 0.137
S 0.854092 4.969634 -1.619611 0.340 -0.226 -0.177
S -1.427596 4.298154 1.396888 -0.216 -0.332 0.098
S -2.822336 5.798990 -1.995409 -0.056 0.150 -0.088
O 3.209926 2.924941 3.747587 0.103 -0.043 0.094
C 2.727047 3.245290 2.672702 0.064 -0.046 -0.073
O 1.489877 3.407469 2.405121 -0.116 0.000 -0.024
C 3.686659 3.447553 1.500174 -0.001 -0.013 0.027
C 5.061388 3.368106 1.670485 -0.074 0.012 0.109
C 5.870965 3.486174 0.556471 0.032 0.012 -0.074
C 5.287902 3.681503 -0.688520 -0.003 0.002 0.035
C 3.908898 3.764856 -0.766986 0.129 0.071 -0.021
N 3.140491 3.651092 0.309472 0.040 -0.033 0.002
H 5.448093 3.212955 2.667745 0.004 0.000 -0.010
H 6.946882 3.427011 0.653286 0.028 0.003 -0.004
H 5.886639 3.777944 -1.582182 0.020 0.001 -0.029
H 3.394537 3.945186 -1.701765 -0.001 -0.010 -0.045
N -0.912707 1.909566 -0.924706 0.038 0.092 0.169
S -2.000225 1.004013 -0.617964 -0.003 0.069 -0.038
N -1.777455 -0.601269 -1.067502 0.016 -0.112 -0.022
S -0.897873 -1.535549 -0.226900 -0.061 0.032 -0.030
N 0.349754 -1.106869 0.562259 0.013 0.082 0.124
S 1.632064 -0.151612 0.148786 -0.010 -0.037 -0.014
N 1.608973 1.277349 0.372188 -0.069 0.139 0.026
C 2.833076 -0.980403 1.185537 -0.011 0.027 -0.058
C 3.678437 -0.147633 1.894973 0.046 -0.082 -0.022
C 4.604980 -0.707947 2.766508 -0.036 0.105 -0.056
C 4.680599 -2.081624 2.905658 -0.011 -0.076 0.003
C 3.822242 -2.909930 2.188331 0.007 -0.003 0.009
C 2.884384 -2.361470 1.332163 -0.033 0.001 -0.020
C 1.966983 -0.627220 -1.544026 0.078 0.144 -0.073
C 1.305638 0.150546 -2.489429 0.076 0.027 0.019
C 1.509347 -0.112549 -3.834301 -0.026 -0.012 -0.016
C 2.367414 -1.130376 -4.225707 -0.007 0.015 -0.004
C 3.036822 -1.882086 -3.272420 0.019 -0.040 0.034
C 2.846090 -1.631018 -1.920529 -0.030 -0.090 0.030
C -0.495447 -2.847211 -1.357857 -0.085 -0.029 0.027
C -0.716010 -2.701620 -2.715448 0.056 0.002 -0.001
C -0.332007 -3.733440 -3.562162 -0.008 0.051 0.006
C 0.249201 -4.880492 -3.048079 0.014 -0.014 0.003
C 0.456682 -5.012924 -1.680208 0.008 0.017 0.004
C 0.085522 -3.991285 -0.825501 -0.043 0.002 0.019
C -1.872721 -2.322073 1.036830 -0.009 -0.118 -0.116
C -3.082614 -2.869423 0.626667 0.013 -0.028 0.060
C -3.896520 -3.470914 1.569357 0.019 0.028 -0.033
C -3.501634 -3.508232 2.901489 -0.023 -0.015 0.002
C -2.295700 -2.951673 3.292690 0.035 0.017 -0.007
C -1.462085 -2.354992 2.355646 -0.003 0.014 0.052
C -3.523034 1.310049 -1.478556 0.046 0.070 -0.020
C -3.768907 2.656351 -1.696874 -0.080 -0.169 0.009
C -4.938580 3.021017 -2.351051 0.076 0.020 0.046
C -5.829219 2.050100 -2.774298 -0.018 -0.039 -0.007
C -5.562173 0.702273 -2.554676 -0.014 -0.012 -0.011
C -4.401333 0.322074 -1.903561 0.001 -0.087 0.018
C -2.497377 0.868559 1.103390 -0.001 0.000 0.015
C -1.511944 1.083608 2.054620 0.066 0.021 0.029
C -1.831338 1.001985 3.401557 0.000 -0.003 -0.009
C -3.124714 0.688439 3.787084 0.021 0.019 -0.009
C -4.103659 0.464254 2.827914 -0.019 -0.007 0.022
C -3.797942 0.560552 1.480722 -0.009 -0.003 -0.043
H 3.590477 0.921262 1.783278 -0.005 0.048 -0.003
H 5.251449 -0.058370 3.340230 0.000 0.014 0.012
H 5.401162 -2.515947 3.585356 0.014 -0.014 0.013
H 3.875843 -3.983345 2.310315 0.002 -0.018 0.000
H 2.193738 -2.994171 0.792788 -0.018 -0.013 -0.014
H 0.652097 0.955983 -2.172190 -0.044 0.008 0.014
H 1.003015 0.492110 -4.574388 -0.016 0.017 -0.016
H 2.528705 -1.326694 -5.276893 0.011 -0.006 -0.035
H 3.724464 -2.659164 -3.577714 0.012 -0.019 0.000
H 3.392813 -2.202907 -1.185041 0.002 -0.012 0.036
H -1.163920 -1.795291 -3.092892 -0.049 0.053 -0.014
H -0.489648 -3.634294 -4.626899 -0.005 0.011 -0.029
H 0.541375 -5.680422 -3.714237 0.008 -0.023 -0.020
H 0.903807 -5.912792 -1.282288 0.010 -0.028 0.020
H 0.225808 -4.086333 0.243376 0.004 -0.001 0.050
H -3.381516 -2.818751 -0.411165 -0.010 0.007 -0.070
H -4.840761 -3.901978 1.268436 -0.027 -0.014 -0.012
H -4.143730 -3.971332 3.638246 -0.016 -0.010 0.016
H -1.998242 -2.972636 4.331537 0.012 0.004 0.032
H -0.523848 -1.903042 2.640363 0.044 0.008 0.006
H -3.065722 3.421699 -1.388544 0.052 0.010 0.028
H -5.124334 4.071579 -2.528191 0.001 0.020 -0.002
H -6.736027 2.338571 -3.288360 -0.034 0.004 -0.016
H -6.257341 -0.051628 -2.898853 -0.010 -0.023 -0.005
H -4.174667 -0.720806 -1.735480 0.014 -0.042 0.003
H -0.495073 1.306446 1.762778 0.008 0.000 -0.008
H -1.065936 1.203926 4.138019 0.029 0.006 0.020
H -3.377328 0.634291 4.837164 -0.009 -0.003 0.037
H -5.116291 0.235160 3.130041 -0.036 -0.009 0.002
H -4.568772 0.418400 0.737124 -0.028 -0.013 -0.034
```
Positions in Å, forces in eV/Å.

## Properties
**E_LUMO**: -0.78 eV
**Net charge**: 0
**Orbital gap**: 5.647 eV
**Highest occupied orbital energy**: -6.4 eV


For the records above, the corresponding molar mass values read 864.98, 892.86, 1194.20 g mol⁻¹.